[1]
Entry from the Open Molecules 2025 dataset: a structure of composition C50H74Br2N2O16P in a non-equilibrium geometry (ωB97M-V/def2-TZVPD).

Properties
HOMO energy: -0.374 hartree
maximum force: 0.2189 hartree/bohr
E: -238158.6755 eV

```
! wB97M-V def2-TZVPD RIJCOSX def2/J DEFGRID3
* xyz 1 1
C 3.0764 6.3076 3.7033
C 1.7672 5.7877 3.0952
C 1.0118 6.8430 2.2815
C -0.0123 6.1775 1.3086
C -1.3717 6.0937 1.9961
C -2.4189 5.1130 1.3777
C -1.9003 3.9693 0.5554
C -2.1783 3.8961 -0.8034
C -3.0232 4.9334 -1.5087
C -4.5451 4.8717 -1.1862
C -5.3867 5.1171 -2.4543
O -4.8824 3.6309 -0.5923
C -5.6967 3.6913 0.5693
C -6.3954 2.3761 0.7502
C -6.1932 1.6581 1.9126
C -6.8333 0.4584 2.1506
C -7.6931 -0.0433 1.1963
C -7.9000 0.6630 0.0299
C -7.2617 1.8578 -0.1955
C -1.6600 2.8347 -1.5326
C -1.9317 2.6769 -3.0106
O -1.4425 3.4090 -3.8119
O -2.7035 1.6111 -3.3892
P -3.8138 1.0393 -2.2532
O -4.9704 0.7259 -3.3398
Br -3.1463 -1.0695 -1.7575
C -0.8462 1.8741 -0.9223
C -0.2251 0.7822 -1.7696
C 0.5368 -0.2743 -0.9982
C 1.8765 0.2344 -0.4397
Br 0.9131 -1.7250 -2.2817
C -0.6539 1.9910 0.4193
N -1.1740 3.0037 1.1345
C -0.9119 2.9966 2.5874
N 0.4712 2.6495 2.8809
H 3.6825 5.4450 3.9817
H 3.6412 6.8702 2.9642
H 2.8994 6.8826 4.6087
H 1.1266 5.4094 3.8947
H 2.0166 4.9236 2.4798
H 1.7012 7.4871 1.7448
H 0.4250 7.4040 3.0088
H 0.3943 5.2027 1.0440
H -0.0722 6.8202 0.4320
H -1.2713 5.8828 3.0591
H -1.8189 7.0846 1.9423
H -3.0167 4.6911 2.1883
H -3.1141 5.7005 0.7989
H -2.6566 5.9085 -1.1861
H -2.8609 4.9051 -2.5772
H -4.7815 5.6839 -0.4982
H -5.8114 6.1182 -2.4142
H -4.7992 5.0418 -3.3661
H -6.2014 4.3994 -2.5051
H -5.0652 3.8614 1.4429
H -6.4449 4.4844 0.4961
H -5.5142 2.0564 2.6575
H -6.6234 -0.0549 3.0768
H -8.1989 -0.9800 1.3763
H -8.5974 0.2515 -0.6860
H -7.4455 2.4047 -1.1124
H -5.5128 0.0015 -2.9844
H 0.5029 1.2857 -2.4137
H -0.9711 0.3569 -2.4334
H -0.0665 -0.7466 -0.2299
H 1.9235 0.0482 0.6289
H 2.6966 -0.3296 -0.8675
H 2.0185 1.3003 -0.6089
H -0.0462 1.2710 0.9374
H -1.1324 3.9461 3.0510
H -1.5618 2.2599 3.0664
H 0.5360 1.6412 2.9512
H 0.6893 2.9904 3.8120
O -1.6648 -7.3997 -4.3693
C -1.9323 -6.2415 -4.2621
O -2.4536 -5.7140 -3.1226
C -2.7675 -4.3273 -3.3189
C -1.8968 -3.8761 -4.4825
C -1.7958 -5.1536 -5.3115
H -3.8359 -4.2426 -3.5372
H -2.5513 -3.7861 -2.4021
H -2.3091 -3.0238 -5.0206
H -0.9081 -3.5978 -4.1208
H -2.6202 -5.2546 -6.0194
H -0.8470 -5.2421 -5.8327
O 2.3920 0.5176 3.0160
C 3.1697 0.8994 3.8480
O 3.0040 2.0651 4.5072
C 4.1386 2.3174 5.3639
C 4.7627 0.9494 5.6039
C 4.4483 0.2256 4.2946
H 4.8139 2.9990 4.8438
H 3.7899 2.7961 6.2752
H 5.8221 0.9995 5.8429
H 4.2547 0.4507 6.4302
H 5.2116 0.3968 3.5340
H 4.2930 -0.8415 4.4233
O -0.0604 -3.7576 -4.9971
C 0.6910 -3.1264 -5.6826
O 1.8673 -2.6498 -5.2137
C 2.5141 -1.8453 -6.2186
C 1.9178 -2.3071 -7.5419
C 0.5031 -2.7086 -7.1267
H 2.2993 -0.7958 -6.0065
H 3.5878 -2.0043 -6.1585
H 1.9580 -1.5456 -8.3175
H 2.4561 -3.1839 -7.9032
H -0.1899 -1.8662 -7.1541
H 0.1055 -3.5316 -7.7132
O 5.1564 -4.7176 0.3538
C 4.5480 -4.9651 -0.6483
O 3.9319 -4.0055 -1.3773
C 3.1933 -4.6015 -2.4632
C 3.8469 -5.9586 -2.6872
C 4.3097 -6.3229 -1.2775
H 2.1473 -4.6855 -2.1615
H 3.2541 -3.9491 -3.3305
H 3.1780 -6.6875 -3.1390
H 4.7142 -5.8492 -3.3402
H 3.5315 -6.8383 -0.7126
H 5.2182 -6.9128 -1.2834
O -0.8062 3.9767 5.7824
C -1.2956 3.0002 6.2788
O -1.2091 1.7889 5.6887
C -1.9701 0.8106 6.4276
C -2.0818 1.3884 7.8334
C -2.0978 2.8943 7.5576
H -2.9435 0.6959 5.9463
H -1.4465 -0.1411 6.3952
H -2.9513 1.0249 8.3756
H -1.1935 1.1307 8.4107
H -3.1049 3.2678 7.3659
H -1.6345 3.4774 8.3479
O 5.7627 -10.3817 -3.1959
C 6.5337 -10.0584 -2.3442
O 6.4035 -8.8999 -1.6456
C 7.5283 -8.7196 -0.7644
C 8.0970 -10.1172 -0.5547
C 7.7817 -10.7903 -1.8899
H 8.2408 -8.0483 -1.2486
H 7.1818 -8.2590 0.1579
H 9.1530 -10.1132 -0.2937
H 7.5541 -10.6200 0.2465
H 8.5661 -10.6251 -2.6297
H 7.5846 -11.8537 -1.7939
*
```

Atom charges from the Mulliken analysis, given in e for atoms 1 to 4: -1.37, 0.50, -1.14, -0.12

---

[2]
Entry from the Open Molecules 2025 dataset: a cluster of 2 separate species, CHClO2PS in total in a non-equilibrium geometry (ωB97M-V/def2-TZVPD).

Properties
HOMO energy (alpha / beta): -0.121 / -0.143 hartree
ΔE to the lowest compared entry with this formula, charge and spin: 306.85 kJ/mol
maximum force: 0.0913 hartree/bohr
E: -37795.4989 eV

```
! wB97M-V def2-TZVPD RIJCOSX def2/J DEFGRID3
* xyz -1 1
C -0.0574 0.9239 -0.0453
O -3.1447 -0.1477 -1.6275
O -3.9424 1.5779 -0.0197
P -3.0399 0.4762 -0.3120
S 0.8662 2.0262 0.6530
Cl -3.2337 -0.9155 1.1393
H 0.3259 0.2782 -0.7023
*
```

Atom charges from the Mulliken analysis, given in e for atoms 1 to 4: -0.34, -0.55, -0.55, 0.72

---

[3]
Entry from the Open Molecules 2025 dataset: an isolated molecule of C4H9N in a non-equilibrium geometry (ωB97M-V/def2-TZVPD).

Properties
HOMO energy: -0.335 hartree
ΔE to the lowest compared entry with this formula, charge and spin: 256.77 kJ/mol
maximum force: 0.0798 hartree/bohr
E: -5781.1507 eV
structure (SMILES): C[C@H]1CN1C

```
! wB97M-V def2-TZVPD RIJCOSX def2/J DEFGRID3
* xyz 0 1
C -1.5020 -0.7896 0.1618
C -0.7943 0.3981 -0.4686
C 0.0784 1.1368 0.5361
N 0.7658 0.3807 -0.5752
C 1.4801 -0.7689 0.0550
H -2.4901 -0.3780 0.5647
H -0.9054 -1.3702 0.8818
H -1.9416 -1.4528 -0.6853
H -1.1113 1.1315 -1.3273
H 0.0735 2.2929 0.7032
H 0.1613 0.5062 1.4871
H 2.4408 -0.2424 0.3607
H 0.9787 -1.3945 0.9420
H 1.8601 -1.6160 -0.6063
*
```

Atom charges from the Mulliken analysis, given in e for atoms 1 to 4: -0.97, 0.26, -0.60, -0.37

---

[4]
Entry from the Open Molecules 2025 dataset: an isolated molecule of C6H15N in a non-equilibrium geometry (ωB97M-V/def2-TZVPD).

Properties
HOMO energy: -0.312 hartree
ΔE to the lowest compared entry with this formula, charge and spin: 116.54 kJ/mol
maximum force: 0.0425 hartree/bohr
E: -7954.5587 eV
structure (SMILES): CCCN(C)CC

```
! wB97M-V def2-TZVPD RIJCOSX def2/J DEFGRID3
* xyz 0 1
C -1.2318 -1.7925 2.3941
C -0.5969 -1.4598 1.0302
C -0.7077 0.0262 0.6746
N 0.2639 0.2098 -0.4501
C -0.3737 -0.0500 -1.7330
C 0.8868 1.5313 -0.4028
C 1.9504 1.7296 -1.5062
H -2.2980 -1.5781 2.4662
H -0.7863 -1.2747 3.2764
H -1.0792 -2.8509 2.5510
H -1.0642 -2.1830 0.3103
H 0.4491 -1.7774 1.0914
H -0.3406 0.6088 1.5349
H -1.7224 0.3530 0.4397
H -0.9292 -1.0174 -1.5895
H -1.0830 0.7113 -2.1040
H 0.3543 -0.1989 -2.5324
H 0.1082 2.3399 -0.4257
H 1.4532 1.4859 0.5418
H 2.1965 0.7398 -1.9504
H 2.9399 2.1066 -1.2329
H 1.6108 2.3405 -2.3835
*
```

Atom charges from the Mulliken analysis, given in e for atoms 1 to 4: -1.32, -0.18, -0.75, 0.06

---

[5]
Entry from the Open Molecules 2025 dataset: an isolated molecule of C4H8O in a non-equilibrium geometry (ωB97M-V/def2-TZVPD).

Properties
HOMO energy: -0.311 hartree
ΔE to the lowest compared entry with this formula, charge and spin: 315.51 kJ/mol
maximum force: 0.0307 hartree/bohr
E: -6321.8979 eV
structure (SMILES): COC1CC1

```
! wB97M-V def2-TZVPD RIJCOSX def2/J DEFGRID3
* xyz 0 1
C 1.6075 -0.1551 0.5694
O 1.2762 0.5751 -0.5795
C -0.0583 0.4746 -0.8436
C -0.9597 -0.8799 -0.1060
C -1.2390 0.5823 0.0354
H 1.3497 0.4224 1.4635
H 2.6786 -0.3571 0.5244
H 0.9607 -1.0472 0.5408
H -0.1790 0.9086 -1.8576
H -1.4642 -1.4883 -0.8407
H -0.9515 -1.4269 0.8709
H -2.1110 0.9203 -0.5013
H -1.1397 0.9921 1.0332
*
```

Atom charges from the Mulliken analysis, given in e for atoms 1 to 4: -0.58, -0.37, -0.15, -0.78

---

[6]
Entry from the Open Molecules 2025 dataset: a cluster of 2 separate species, C22H26BN2 in total in a non-equilibrium geometry (ωB97M-V/def2-TZVPD).

Properties
HOMO energy: -0.406 hartree
ΔE to the lowest compared entry with this formula, charge and spin: 90.23 kJ/mol
maximum force: 0.0543 hartree/bohr
E: -26883.0526 eV

```
! wB97M-V def2-TZVPD RIJCOSX def2/J DEFGRID3
* xyz 1 1
C 3.1924 0.1988 5.3311
N 2.7177 1.0684 4.2319
C 3.7743 1.9310 3.6695
C 1.4969 0.8957 3.5388
C 0.3213 1.4466 4.0436
C -0.8337 1.3455 3.3319
N -0.8263 0.7485 2.1186
B -2.1494 0.7377 1.2490
H -1.7536 0.1286 -0.3694
C 0.2633 0.1418 1.6791
C 1.4303 0.2445 2.3337
H 2.3448 -0.4184 5.6490
H 4.0328 -0.4457 4.9558
H 3.5308 0.8477 6.1865
H 3.3317 2.5697 2.8954
H 4.1773 2.5886 4.4752
H 4.6036 1.3139 3.2323
H 0.3555 1.9021 4.9977
H -1.7495 1.8479 3.6788
H -2.7744 -0.2198 1.6093
H -2.6518 1.8131 1.3228
H 0.2070 -0.3419 0.7391
H 2.2819 -0.2387 1.9863
C 0.2601 -1.3681 -1.5944
C 1.5153 -1.1885 -2.2757
C 2.7287 -1.3701 -1.5262
C 3.9523 -1.2643 -2.1859
C 4.0045 -0.9282 -3.5578
C 2.8256 -0.6231 -4.2644
C 1.5694 -0.7007 -3.6085
C -0.8770 -0.7204 -1.8980
C -2.1285 -0.7562 -1.0895
C -3.3662 -0.6048 -1.9793
C -4.4715 0.0218 -1.4132
C -5.6248 0.3122 -2.1330
C -5.7801 -0.0571 -3.4704
C -4.7115 -0.7315 -4.0674
C -3.5174 -0.9960 -3.3427
H 0.3404 -1.7895 -0.5855
H 2.7059 -1.6357 -0.4506
H 4.8968 -1.3764 -1.6455
H 4.9421 -0.7191 -4.0743
H 2.8120 -0.2451 -5.2899
H 0.6271 -0.4631 -4.0909
H -0.8931 -0.1059 -2.8229
H -2.1775 -1.6852 -0.4693
H -4.3427 0.4192 -0.3952
H -6.4355 0.9014 -1.6837
H -6.6973 0.1278 -4.0398
H -4.7899 -1.0668 -5.1006
H -2.6903 -1.4915 -3.8313
*
```

Atom charges from the Mulliken analysis, given in e for atoms 1 to 4: -0.89, 0.19, -0.97, 0.14